Entry from the OMol25 dataset: a 3-piece molecular cluster, C3H12NO4 overall (ωB97M-V/def2-TZVPD).

Structure (XYZ):
```
20
Properties=species:S:1:pos:R:3:lowdin_charge:R:1
O -2.1278 1.9147 -1.4903 0.074
O 0.5466 1.4732 1.6270 -0.036
O -1.1225 -2.4762 -1.5400 -0.037
O 1.7380 -0.6038 3.2179 -0.056
N -0.1820 0.0488 -1.7185 0.192
C 0.8792 0.8492 0.4065 -0.218
C -1.3621 1.7523 -0.5187 -0.129
C -0.4564 0.6015 -0.3966 -0.267
H -0.8651 0.5821 -2.2960 0.157
H -0.3183 -0.9493 -1.8665 0.098
H -1.4155 2.3422 0.3843 0.142
H 0.8974 0.7339 2.2381 0.089
H 2.6005 -0.6651 3.6570 0.073
H -0.7960 -3.4007 -1.4006 0.106
H -0.9332 -0.2723 0.1347 0.188
H 1.0924 -1.0841 3.8031 0.095
H 0.7657 0.3385 -2.0962 0.202
H -1.8599 -2.6052 -2.1322 0.068
H 1.5404 -0.0187 0.3928 0.130
H 1.3787 1.4390 -0.4060 0.131
```

Charge: +1
HOMO (eV): -14.3326
Energy above the lowest of the compared OMol25 structures with the same formula, charge and spin (kJ/mol): 217.4
Frontier orbital gap (eV): 10.757

Entry from the OMol25 dataset: C3H12NO5Si2 as an isolated structure (ωB97M-V/def2-TZVPD).

Structure (XYZ):
```
23
Properties=species:S:1:pos:R:3:lowdin_charge:R:1
Si 1.2226 1.2027 -0.4505 0.544
Si -0.1861 -1.1066 -1.5186 0.511
O 0.8196 4.4758 -1.3314 -0.138
O -0.0031 5.3384 -3.1379 -0.094
O -1.3193 4.7339 -1.5302 -0.104
O 0.7211 0.2627 -1.7481 -0.478
O -1.8763 -2.3542 1.2255 -0.062
N -0.1688 4.8517 -2.0029 -0.656
C -0.6318 -1.6511 1.2571 -0.528
C 0.2060 -2.0639 0.0500 -0.288
C 0.0599 -1.9324 2.5765 -0.051
H -1.6372 -0.8155 -1.5327 -0.016
H 0.1819 2.1403 -0.0012 -0.045
H 0.0879 -1.9975 -2.6711 -0.033
H 1.6485 0.3706 0.6990 -0.066
H -0.1180 -2.9527 2.8871 0.079
H 2.3979 1.9699 -0.8950 -0.055
H -0.0422 -3.0982 -0.1586 0.076
H 1.2576 -2.0146 0.2825 0.058
H -2.5635 -1.7268 0.9592 0.091
H -0.8529 -0.5879 1.2347 0.115
H -0.3244 -1.2636 3.3294 0.074
H 1.1206 -1.7812 2.4774 0.065
```

Charge: -1
HOMO (eV): -4.2117
Energy above the lowest of the compared OMol25 structures with the same formula, charge and spin (kJ/mol): 28.0
Frontier orbital gap (eV): 7.007

Entry from the OMol25 dataset: a 3-piece molecular cluster, C3H12O2S2 overall (ωB97M-V/def2-TZVPD).

Structure (XYZ):
```
19
Properties=species:S:1:pos:R:3:lowdin_charge:R:1
S 2.9308 0.6324 0.0055 0.304
S 1.3699 1.6367 -0.8712 0.420
O -6.0958 -0.5413 0.1779 -0.068
O 0.9807 -2.4613 1.3404 -0.060
C -1.7659 -0.9184 0.1249 -0.111
C -0.7130 0.1679 0.2417 -0.356
C 0.1252 0.3260 -1.0105 -0.598
H 2.5263 0.7173 1.2842 -0.197
H -7.0501 -0.5419 0.3362 0.035
H -2.4357 -0.8714 0.9919 0.074
H -1.1761 1.1215 0.4665 0.097
H 0.7605 -3.1578 0.7109 0.040
H -2.4017 -0.7807 -0.7545 0.075
H -0.0686 -0.0536 1.0941 0.082
H -5.7086 -0.3486 1.0400 0.030
H -1.3297 -1.9107 0.0378 0.058
H 0.6659 -0.5962 -1.2348 0.061
H 1.7770 -2.7966 1.7656 0.040
H -0.5230 0.5602 -1.8530 0.073
```

HOMO (eV): -8.8654
Energy above the lowest of the compared OMol25 structures with the same formula, charge and spin (kJ/mol): 45.9
Frontier orbital gap (eV): 9.338

Entry from the OMol25 dataset: C3H12O3 as an isolated structure (ωB97M-V/def2-TZVPD).

Structure (XYZ):
```
18
Properties=species:S:1:pos:R:3:lowdin_charge:R:1
O 3.5156 0.0557 1.2670 -0.112
O 0.8096 0.5682 1.1256 -0.426
O 1.4937 -0.7726 -0.9002 -0.170
C -1.3251 0.7945 -1.5437 -0.089
C -1.6911 -1.0932 0.2327 -0.134
C -1.9286 0.3409 -0.2359 -0.308
H 1.2202 -0.1756 -0.1244 -0.055
H -0.7003 -1.4015 -0.0279 0.039
H 2.5779 0.2061 1.3775 -0.056
H -0.8661 0.9365 -0.2843 0.094
H 2.3967 -0.6279 -1.2443 0.017
H -0.5625 0.1898 -2.0587 0.047
H 0.1340 1.1258 1.5026 -0.085
H -2.9134 0.6939 -0.0038 0.077
H 3.9600 0.6235 1.9245 0.020
H -2.4076 -1.8056 -0.1965 0.056
H -1.8237 -1.2106 1.2945 0.052
H -1.8892 1.5521 -2.1047 0.033
```

Charge: -1
Expectation value of S²: 0.755
HOMO (spin up / spin down) (eV): -2.4075 / -4.1072
Energy above the lowest of the compared OMol25 structures with the same formula, charge and spin (kJ/mol): 183.5
2S+1: 2
Frontier orbital gap (spin up / spin down) (eV): 6.639 / 8.242

Entry from the OMol25 dataset: a 3-piece molecular cluster, C3H12O3 overall (ωB97M-V/def2-TZVPD).

Structure (XYZ):
```
18
Properties=species:S:1:pos:R:3:lowdin_charge:R:1
O 0.0944 1.1298 -1.4495 -0.031
O 1.5460 2.4112 -4.1877 -0.033
O -0.7561 0.1982 2.3773 -0.070
C 0.6711 -0.3173 0.5274 -0.030
C -0.7207 -2.1296 1.9028 -0.063
C -0.6785 -0.7089 1.3224 -0.468
H 0.5121 0.3969 -0.2806 -0.039
H -0.2298 1.6170 -0.6920 0.073
H 1.0077 1.9183 -4.8070 0.042
H 0.9649 2.5801 -3.4461 -0.001
H 1.4183 0.1602 1.1612 0.081
H 0.2519 -2.2850 2.3698 0.079
H -1.5590 -2.2220 2.5933 0.073
H -1.6104 0.0684 2.7957 0.084
H -1.5898 -0.5216 0.7544 0.123
H -0.7262 -2.9270 1.1596 0.073
H 1.0695 -1.1736 -0.0168 0.077
H 0.3344 1.8049 -2.0842 0.030
```

HOMO (eV): -9.8373
Energy above the lowest of the compared OMol25 structures with the same formula, charge and spin (kJ/mol): 172.7
Frontier orbital gap (eV): 10.228

Entry from the OMol25 dataset: a 3-piece molecular cluster, C3H12O3 overall (ωB97M-V/def2-TZVPD).

Structure (XYZ):
```
18
Properties=species:S:1:pos:R:3:lowdin_charge:R:1
O -0.9072 3.0989 3.7114 -0.078
O 6.8364 -0.9175 -1.2230 -0.048
O -0.3079 1.0395 0.5628 -0.071
C -1.6516 -0.3669 -0.9792 -0.235
C -2.1157 -1.8088 -1.1132 -0.118
C -1.5304 0.3814 0.3852 -0.284
H -1.7239 -0.3428 1.1835 0.110
H 7.0731 -1.4851 -1.9495 0.023
H 6.7105 -0.0852 -1.6732 0.026
H 0.2918 0.7811 -0.1605 0.085
H -1.5453 -2.5221 -0.5008 0.072
H -0.3823 3.0453 2.8884 0.034
H -2.1233 -2.2901 -2.0876 0.068
H -2.3983 1.0502 0.4233 0.112
H -0.6071 -0.3843 -1.3097 0.091
H -2.1813 0.3036 -1.6508 0.103
H -0.3444 2.4057 4.0966 0.036
H -3.0930 -1.9028 -0.6037 0.076
```

HOMO (eV): -10.4077
Energy above the lowest of the compared OMol25 structures with the same formula, charge and spin (kJ/mol): 93.1
Frontier orbital gap (eV): 11.189

Entry from the OMol25 dataset: C3H12O3Rb as an isolated structure (ωB97M-V/def2-TZVPD).

Structure (XYZ):
```
19
Properties=species:S:1:pos:R:3:lowdin_charge:R:1
Rb -0.2913 1.2553 0.1627 0.991
O 2.6856 2.1337 -0.0597 -0.212
O -3.1415 0.2525 0.6926 -0.209
O 0.8663 -1.6999 -0.3830 -0.162
C -0.1343 -2.7084 -0.5652 -0.107
C -3.3083 -1.1217 0.3855 -0.149
C 3.2289 3.4379 0.1738 -0.136
H -1.0605 -2.1795 -0.3598 0.042
H -0.1026 -3.5716 0.0970 0.095
H -4.2686 -1.6029 0.5765 0.105
H -2.9603 -1.2496 -0.5994 0.057
H 4.1278 3.5861 -0.4566 0.099
H 1.6612 -1.8147 -0.8918 0.076
H -0.1071 -3.1350 -1.5087 0.068
H 2.4535 4.1785 0.0582 0.076
H 3.3161 1.4097 0.1169 0.096
H -2.5763 -1.6436 0.9669 0.070
H 3.5367 3.6742 1.1916 0.079
H -3.9252 0.7989 0.4027 0.122
```

Charge: +1
HOMO (eV): -14.0162
Energy above the lowest of the compared OMol25 structures with the same formula, charge and spin (kJ/mol): 58.8
Frontier orbital gap (eV): 10.765

Entry from the OMol25 dataset: a 3-piece molecular cluster, C3H12O3S overall (ωB97M-V/def2-TZVPD).

Structure (XYZ):
```
19
Properties=species:S:1:pos:R:3:lowdin_charge:R:1
S 3.3304 -0.4678 0.5824 0.702
O -1.2638 0.4868 0.6100 -0.093
O -1.6238 -2.2469 -0.0165 -0.065
O -2.6262 0.0125 -1.9883 -0.054
C 1.5678 -0.2719 0.1638 -0.568
C 1.0649 1.1538 0.4045 -0.256
C -0.2027 1.1856 1.2309 -0.264
H 1.4751 -0.5412 -0.8874 0.066
H 0.8403 1.6467 -0.5443 0.113
H 3.6892 -1.1768 -0.4920 -0.158
H -0.4912 2.2218 1.4555 0.122
H 0.9769 -0.9897 0.7381 0.061
H -1.6277 -1.3481 0.3499 -0.001
H -1.6344 1.0212 -0.1041 0.084
H 1.8318 1.7406 0.8961 0.090
H -0.8227 -2.3140 -0.5499 0.033
H -0.0373 0.7314 2.2108 0.126
H -2.6160 -0.8394 -1.5266 0.019
H -1.8307 -0.0045 -2.5330 0.042
```

HOMO (eV): -9.2908
Energy above the lowest of the compared OMol25 structures with the same formula, charge and spin (kJ/mol): 16.1
Frontier orbital gap (eV): 9.672

Q: Which formula does entry 7 have?
A: C3H12O3Rb

Q: The lowest energy above the lowest of the compared OMol25 structures with the same formula, charge and spin belongs to which entry?
A: C3H12O3S